Entry 1:
Computed, not measured: a structure of composition C33H36Cl2N3P2RuSi in a non-equilibrium geometry, with ωB97M-V/def2-TZVPD.

The geometry in XYZ format:
```
78
Properties=species:S:1:pos:R:3:forces:R:3:mulliken_charge:R:1
Ru -0.924 0.771 0.499 -1.192 0.807 -0.174 -0.45
Cl 0.025 2.057 -1.278 0.585 0.348 0.477 0.08
C -1.096 2.405 -2.608 -1.230 -0.332 -0.610 -0.50
Cl -1.994 0.921 -2.940 0.176 0.309 -0.413 -0.06
H -0.512 2.706 -3.478 0.048 -0.093 0.237 0.42
H -1.783 3.187 -2.280 0.160 -0.133 0.000 0.41
N 2.310 -0.525 -0.351 -0.099 0.905 0.017 -0.21
P 1.198 -0.222 0.945 1.106 -1.866 0.208 2.44
C 2.285 -0.427 2.371 -0.432 0.467 -0.068 0.41
C 2.391 0.622 3.280 -0.105 -0.030 -0.125 -0.31
C 3.273 0.527 4.342 0.069 0.058 0.089 -0.73
C 4.053 -0.609 4.493 -0.068 0.074 -0.021 -0.54
C 3.946 -1.658 3.589 0.042 -0.044 -0.081 -0.96
C 3.065 -1.575 2.527 -0.073 0.037 -0.049 -0.65
C 0.127 -1.714 0.884 0.039 0.368 -0.107 0.74
C -0.706 -1.825 -0.254 0.419 0.033 0.089 0.52
C -1.637 -2.853 -0.325 -0.154 -0.043 0.024 -1.09
C -1.777 -3.733 0.740 0.039 0.075 -0.144 -0.78
C -0.994 -3.592 1.878 0.095 0.109 0.020 -0.78
C -0.052 -2.577 1.962 0.007 0.015 -0.019 -0.85
P 2.685 0.462 -1.684 1.079 -1.702 -0.261 0.13
C 4.483 0.567 -1.712 -0.934 0.199 -0.033 0.66
C 5.230 0.240 -2.847 0.160 -0.095 -0.133 -0.35
C 6.603 0.401 -2.815 -0.073 -0.025 -0.205 -0.70
C 7.226 0.946 -1.698 -0.095 0.004 0.044 -0.50
C 6.481 1.276 -0.570 -0.115 0.071 0.037 -0.69
C 5.112 1.101 -0.579 0.079 0.106 0.220 -0.37
C 2.044 -0.395 -3.145 0.149 0.726 0.485 0.91
C 1.496 -1.675 -3.079 0.035 -0.116 0.051 -0.39
C 1.045 -2.267 -4.245 -0.041 -0.075 0.048 -0.75
C 1.108 -1.587 -5.454 0.001 0.091 0.005 -0.53
C 1.653 -0.311 -5.514 -0.039 0.104 -0.025 -0.78
C 2.107 0.294 -4.358 0.022 0.073 0.019 -0.57
H 3.112 -1.064 -0.019 -0.085 0.091 -0.122 0.43
H 1.787 1.510 3.139 0.042 0.100 0.076 0.37
H 3.366 1.342 5.043 -0.001 0.079 0.082 0.47
H 4.749 -0.678 5.315 0.047 -0.016 0.068 0.45
H 4.560 -2.536 3.712 0.032 -0.124 0.012 0.47
H 2.970 -2.403 1.836 0.039 -0.115 -0.032 0.45
H -0.515 -1.205 -1.140 -0.100 -0.103 0.119 -0.13
H -2.235 -2.980 -1.215 -0.075 0.012 -0.061 0.58
H -2.487 -4.542 0.681 -0.118 -0.083 -0.038 0.47
H -1.116 -4.274 2.705 0.003 -0.099 0.064 0.49
H 0.550 -2.466 2.853 -0.006 -0.014 0.031 0.53
H 4.752 -0.169 -3.724 -0.016 -0.034 -0.074 0.40
H 7.193 0.112 -3.672 0.025 0.016 -0.065 0.44
H 8.289 1.133 -1.711 0.076 -0.083 0.015 0.43
H 6.967 1.701 0.295 0.023 0.010 0.073 0.44
H 4.521 1.391 0.280 0.007 0.024 0.107 0.34
H 1.463 -2.218 -2.146 0.001 -0.006 0.048 0.65
H 0.649 -3.271 -4.214 -0.046 -0.091 0.005 0.47
H 0.726 -2.044 -6.354 0.018 -0.098 -0.073 0.46
H 1.708 0.217 -6.453 0.010 0.019 -0.095 0.48
H 2.524 1.291 -4.386 0.037 0.130 -0.110 0.53
C -6.475 0.419 1.161 0.603 0.614 -0.382 -0.91
Si -5.786 1.801 0.042 -2.101 0.665 -0.614 -0.06
C -6.594 1.776 -1.708 0.951 -0.313 1.076 -0.96
C -6.137 3.590 0.668 0.689 -1.022 0.014 -0.98
C -3.937 1.604 -0.023 -1.441 0.397 -0.060 -0.43
C -2.734 1.389 0.086 1.925 -0.847 0.474 0.78
H -7.553 0.516 1.256 -0.121 0.107 -0.056 0.35
H -6.043 0.470 2.157 0.042 0.030 0.174 0.27
H -6.265 -0.566 0.754 0.034 -0.126 -0.129 0.34
H -7.668 1.868 -1.576 -0.146 0.000 0.048 0.33
H -6.376 0.846 -2.221 -0.079 -0.147 -0.218 0.33
H -6.240 2.612 -2.303 0.042 0.112 -0.097 0.33
H -7.198 3.669 0.883 -0.178 -0.080 0.027 0.34
H -5.879 4.319 -0.093 0.055 0.038 -0.135 0.34
H -5.573 3.801 1.569 -0.006 0.183 0.224 0.32
N -2.357 0.755 4.385 0.244 0.259 -0.143 -0.04
C -3.072 -0.339 4.009 -0.132 -0.498 -0.479 -0.78
C -2.684 -0.632 2.733 -0.581 -0.286 0.207 -0.60
N -1.740 0.273 2.348 0.525 0.730 0.018 0.66
C -1.564 1.102 3.366 0.241 0.322 0.312 -0.78
H -2.429 1.228 5.276 0.076 0.010 -0.054 0.25
H -3.781 -0.819 4.650 -0.124 -0.093 0.142 0.46
H -3.027 -1.410 2.080 -0.058 -0.094 -0.059 0.62
H -0.893 1.946 3.378 -0.034 -0.002 0.078 0.43
```
Positions in Å, forces in eV/Å.

Results
HOMO-LUMO gap (spin up / spin down): 8.09 / 5.53 eV
Charge: +3
2S+1: 5
HOMO (spin up / spin down): -16.511 / -16.625 eV

---

Entry 2:
Computed, not measured: a structure of composition C4H8Cl2 in a non-equilibrium geometry, with ωB97M-V/def2-TZVPD.

The geometry in XYZ format:
```
14
Properties=species:S:1:pos:R:3:forces:R:3:mulliken_charge:R:1
C 0.463 0.038 -2.017 -0.391 1.475 0.606 -0.76
C -0.074 -0.606 -0.618 -0.791 5.193 -4.594 0.51
C 0.773 -1.414 0.138 1.025 -4.090 3.410 -0.63
C -0.756 0.334 0.364 -1.877 1.756 0.672 -0.95
H 0.128 -0.847 -3.103 1.341 3.292 3.575 0.25
H -0.152 1.289 -2.007 2.010 -4.219 -0.799 0.19
H 1.643 0.233 -1.791 -2.791 -0.507 -1.412 0.25
H -0.858 -1.200 -0.951 -1.407 -1.472 -0.551 0.17
H -0.037 -1.838 0.795 1.495 -0.380 0.289 0.32
H 1.254 -2.276 -0.349 -0.158 0.628 -0.110 0.37
H -1.575 -0.228 0.819 1.225 -0.414 1.065 0.33
H -0.104 0.957 1.051 -0.949 -0.976 -0.965 0.37
Cl 2.021 -0.724 1.269 -0.343 0.131 -0.702 -0.20
Cl -2.182 1.536 -0.190 1.611 -0.417 -0.483 -0.23
```
Positions in Å, forces in eV/Å.

Results
HOMO-LUMO gap: 11.12 eV
Relative energy (zero: lowest compared OMol25 entry of this formula, charge and spin): 414.4 kJ/mol
2S+1: 1
HOMO: -10.537 eV

---

Entry 3:
Computed, not measured: the ion C2H6NO with charge -1 in a non-equilibrium geometry, with ωB97M-V/def2-TZVPD.

The geometry in XYZ format:
```
10
Properties=species:S:1:pos:R:3:forces:R:3:mulliken_charge:R:1
C -0.682 0.943 1.067 -2.190 -1.750 -0.167 -0.79
N -0.423 0.766 -0.363 1.386 1.166 0.441 -0.51
C 0.158 -0.601 -0.762 -0.670 0.119 -0.301 -0.44
O 1.040 -1.166 0.023 -0.032 0.104 0.206 -0.84
H -1.602 0.347 1.252 0.250 -0.100 0.148 0.23
H -1.076 1.933 1.298 0.726 0.398 -0.003 0.34
H 0.033 0.520 1.780 0.427 0.453 -0.220 0.29
H 0.377 1.388 -0.498 -0.078 -0.018 -0.397 0.23
H 0.513 -0.357 -1.801 0.131 0.053 -0.022 0.26
H -0.801 -1.152 -0.970 0.050 -0.425 0.315 0.23
```
Positions in Å, forces in eV/Å.

Results
HOMO-LUMO gap: 6.99 eV
Relative energy (zero: lowest compared OMol25 entry of this formula, charge and spin): 34.2 kJ/mol
Charge: -1
2S+1: 1
HOMO: -2.298 eV

---

Which of these has the highest 2S+1? C33H36Cl2N3P2RuSi